Entry 1:
53
Properties=species:S:1:pos:R:3 method="wB97M-V/def2-TZVPD" total_charge=-1 lumo_energy_ev=1.899 energy_ev=-40956.0660 homo_lumo_gap_ha=0.197
C 2.1366 0.1203 3.2217
C 2.4804 -0.4656 1.9800
C 2.3897 0.5631 0.9820
H 2.7360 -1.5515 1.8383
C 1.9594 1.7757 1.5870
C 1.7732 1.5049 3.0242
H 1.4892 2.6663 1.0456
C -1.3281 -1.7330 3.1581
C -0.2036 -2.3831 2.5456
C -0.4871 -2.4696 1.1458
H 0.7678 -2.6511 3.0212
C -1.7267 -1.8031 0.9264
C -2.2499 -1.2923 2.1758
H 2.5699 0.3869 -0.0954
H 1.1115 2.1387 3.6393
H 2.1820 -0.5136 4.1066
H -3.0595 -0.5281 2.3119
H 0.2145 -2.8209 0.3512
H -1.5816 -1.6175 4.2152
Sr -0.3420 0.4448 1.6068
C -2.4064 -1.5242 -0.4035
C -3.8121 -2.1364 -0.2373
C -1.6360 -2.2045 -1.5587
H -3.7005 -3.1233 0.2265
H -4.2849 -2.2404 -1.2157
H -4.4324 -1.5029 0.4113
H -1.6989 -3.2919 -1.4143
H -0.5804 -1.8927 -1.5813
H -2.1131 -1.9372 -2.5111
C -2.5884 0.0213 -0.7391
C -1.3070 0.7587 -1.2633
H -3.0623 0.5551 0.1209
H -3.3067 0.1004 -1.5823
O -0.1367 0.6452 -0.7694
N -1.3712 1.5879 -2.2923
C -0.2440 2.5524 -2.4167
H -1.8752 1.2151 -3.1119
C 1.1545 1.9973 -2.7017
C 2.2973 2.6567 -2.2241
H 2.1812 3.5442 -1.5883
C 3.5713 2.1550 -2.5403
H 4.4633 2.6641 -2.1551
C 3.7001 1.0176 -3.3526
H 4.6954 0.6285 -3.6103
C 2.5465 0.3794 -3.8511
H 2.6247 -0.5053 -4.4888
C 1.2767 0.8791 -3.5367
H 0.3646 0.3973 -3.9240
H -0.2020 3.1905 -1.5115
H -0.5900 3.1309 -3.2629
S 0.0086 0.0045 6.8985
C -0.0552 0.1761 5.2848
N -0.3123 0.3303 4.1152



Entry 2:
56
Properties=species:S:1:pos:R:3 method="wB97M-V/def2-TZVPD" total_charge=0 lumo_energy_ev=0.338 e_above_lowest_kcal_mol=0.00 energy_ev=-56539.6425 homo_lumo_gap_ha=0.330
C -0.9876 -4.3400 -0.4666
C -0.4015 -3.0015 -0.0983
N 0.8321 -2.7813 0.1410
N 1.7588 -3.7516 0.0837
C 3.1076 -3.5109 0.1418
O 3.8844 -4.4279 -0.0368
C 3.5156 -2.1033 0.3677
C 2.8592 -1.2622 1.2613
C 3.2282 0.0618 1.3728
C 4.2616 0.5677 0.5874
C 4.9660 -0.2864 -0.2574
C 4.5992 -1.6133 -0.3556
H 5.1319 -2.2815 -1.0151
H 5.7902 0.0975 -0.8411
N 4.5522 1.9296 0.6468
S 3.2746 3.0216 0.6014
O 3.8326 4.2360 0.0964
O 2.5905 3.0347 1.8539
C 2.1954 2.2900 -0.5990
C 0.9781 1.7249 -0.3828
C 0.4372 1.1523 -1.5536
C 1.2642 1.2883 -2.6235
S 2.7152 2.1228 -2.2285
H 1.1084 0.9501 -3.6285
H -0.5162 0.6586 -1.5863
H 0.4989 1.7281 0.5766
H 5.3209 2.2366 0.0696
H 2.7247 0.7264 2.0554
H 2.0654 -1.6496 1.8775
H 1.5017 -4.7154 -0.1354
C -1.2820 -1.8330 0.0043
C -2.3580 -1.6469 -0.8576
C -3.1484 -0.5142 -0.7713
C -2.9118 0.4642 0.1876
C -1.8452 0.2585 1.0621
C -1.0390 -0.8553 0.9678
H -0.2125 -0.9875 1.6467
H -1.6358 0.9828 1.8348
C -3.7457 1.7281 0.3093
C -4.8590 1.8043 -0.7389
H -5.5535 0.9738 -0.6351
H -4.4496 1.8051 -1.7466
H -5.4192 2.7272 -0.6048
C -4.3927 1.7689 1.7008
H -5.0061 2.6615 1.8012
H -3.6433 1.7819 2.4870
H -5.0264 0.8965 1.8473
C -2.8290 2.9469 0.1249
H -2.3351 2.9068 -0.8441
H -2.0637 2.9918 0.8943
H -3.4136 3.8627 0.1760
H -3.9588 -0.4080 -1.4740
H -2.5675 -2.3738 -1.6290
H -2.0720 -4.2993 -0.4581
H -0.6694 -5.0989 0.2494
H -0.6521 -4.6461 -1.4588



Entry 3:
57
Properties=species:S:1:pos:R:3 method="wB97M-V/def2-TZVPD" total_charge=0 lumo_energy_ev=0.382 e_above_lowest_kcal_mol=18.53 energy_ev=-58587.8865 homo_lumo_gap_ha=0.307
C 0.0539 3.3227 2.1121
C -0.2739 4.0739 1.0791
C -0.6678 3.5769 -0.2813
N -0.4847 2.1497 -0.4458
C 0.7533 1.6342 -0.6301
N 1.0048 0.3637 -0.7425
C -0.0482 -0.4688 -0.6507
C -1.3626 -0.0718 -0.4459
C -2.2579 -1.1880 -0.3993
C -1.5898 -2.3611 -0.5719
S 0.1177 -2.1816 -0.7819
H -2.0060 -3.3488 -0.5687
C -3.7057 -1.1227 -0.1914
C -4.5611 -1.8696 -1.0009
C -5.9233 -1.8268 -0.8101
C -6.4712 -1.0394 0.2046
C -5.6212 -0.3053 1.0247
C -4.2540 -0.3503 0.8241
H -3.6092 0.2211 1.4728
H -6.0095 0.3078 1.8223
O -7.8281 -1.0653 0.3074
C -8.4434 -0.2681 1.2899
H -9.5140 -0.4277 1.1707
H -8.1437 -0.5701 2.2989
H -8.2173 0.7931 1.1456
H -6.5930 -2.3923 -1.4385
H -4.1497 -2.4710 -1.7982
C -1.6495 1.3391 -0.3657
O -2.7335 1.8679 -0.2533
S 2.0904 2.7570 -0.7436
C 3.4555 1.6891 -1.2986
H 3.0298 0.9314 -1.9548
C 4.2393 1.0363 -0.1617
O 5.3904 1.3367 0.0728
N 3.5196 0.1410 0.5370
H 2.6119 -0.1150 0.1567
C 4.1513 -0.7831 1.4424
H 5.1023 -0.3384 1.7420
H 3.5201 -0.9315 2.3223
C 4.3966 -2.1391 0.7404
C 5.3852 -3.0050 1.5296
H 5.2262 -4.0551 1.2857
C 6.7433 -2.5261 0.9996
H 7.2114 -1.8277 1.6915
C 6.3953 -1.8197 -0.3264
H 6.8827 -2.2745 -1.1913
O 4.9965 -1.9599 -0.5208
H 6.6592 -0.7559 -0.2905
H 7.4263 -3.3580 0.8415
H 5.2793 -2.8724 2.6039
H 3.4345 -2.6303 0.5594
H 4.1221 2.3500 -1.8519
H -1.7358 3.7703 -0.4384
H -0.0953 4.1056 -1.0505
H -0.2965 5.1509 1.1649
H 0.3117 3.7544 3.0626
H 0.0808 2.2461 2.0610



Entry 4:
59
Properties=species:S:1:pos:R:3 method="wB97M-V/def2-TZVPD" total_charge=+1 lumo_energy_ev=-3.489 e_above_lowest_kcal_mol=24.85 energy_ev=-62437.7700 homo_lumo_gap_ha=0.237
Pd 0.1406 0.0193 -0.2355
C -1.5242 3.0871 -0.8531
O -0.8444 2.1724 0.0014
C -0.4232 2.6050 1.2353
C -0.4191 3.9340 1.6219
C 0.0582 4.2765 2.8826
C 0.5210 3.3006 3.7489
C 0.5002 1.9661 3.3687
C 0.0321 1.6137 2.1135
N -0.0390 0.2577 1.6659
N -0.0275 -0.6455 2.5497
C -0.2461 -1.9375 2.2741
C -0.9208 -2.3840 1.0834
O -1.1927 -1.6626 0.0769
C -1.4057 -3.7452 1.0729
C -1.1647 -4.5920 2.0930
C -0.4550 -4.1898 3.2743
C -0.2314 -5.0970 4.3207
C 0.4195 -4.6953 5.4629
C 0.8596 -3.3730 5.5700
C 0.6564 -2.4725 4.5475
C -0.0128 -2.8620 3.3798
H -0.8513 3.8795 -1.1884
H -1.8618 2.5039 -1.7052
H -2.3835 3.5219 -0.3417
H -0.7870 4.7016 0.9563
H 0.0605 5.3156 3.1826
H 0.8899 3.5711 4.7286
H 0.8363 1.1901 4.0409
H -1.9697 -4.0436 0.1988
H -1.5214 -5.6148 2.0415
H -0.5817 -6.1168 4.2171
H 0.5906 -5.3928 6.2713
H 1.3724 -3.0511 6.4671
H 1.0198 -1.4596 4.6427
S -0.1165 -0.1942 -2.5927
C -0.1192 -1.9100 -2.6708
N 0.8284 -2.6963 -2.1882
C 0.5296 -4.1126 -2.3946
C -0.8836 -4.0646 -3.0162
N -1.0640 -2.6315 -3.2633
H 1.5822 -2.3154 -1.6314
H 0.5514 -4.6581 -1.4530
H 1.2546 -4.5547 -3.0774
H -1.6467 -4.4237 -2.3256
H -0.9459 -4.6339 -3.9403
H -1.9274 -2.2085 -3.5567
S 2.5314 -0.5429 -0.0518
C 2.5617 1.0397 -0.6849
N 2.7522 1.3798 -1.9690
C 2.5713 2.8169 -2.1544
C 2.8705 3.3395 -0.7441
N 2.5359 2.1677 0.0627
H 2.5266 0.7094 -2.6876
H 1.5405 3.0416 -2.4459
H 3.2484 3.2080 -2.9087
H 2.2461 4.1903 -0.4789
H 3.9204 3.6130 -0.6217
H 2.7542 2.0958 1.0438



Entry 5:
61
Properties=species:S:1:pos:R:3 method="wB97M-V/def2-TZVPD" total_charge=+2 lumo_energy_ev=-7.209 e_above_lowest_kcal_mol=0.00 energy_ev=-126307.6233 homo_lumo_gap_ha=0.261
Pd -0.5297 -0.4530 -0.0342
C -2.1080 3.4683 0.3068
C -1.4864 2.1867 -0.1239
N -1.3503 1.1853 0.6828
N -1.7414 1.2711 1.9791
C -1.5623 0.1720 2.6631
N -1.8805 0.1622 3.9583
S -0.9599 -1.3488 2.0011
C -0.9650 1.9772 -1.4899
C -0.9910 2.9505 -2.4710
C -0.4651 2.6598 -3.7251
C 0.0730 1.4085 -3.9643
C 0.0743 0.4793 -2.9356
N -0.4271 0.7618 -1.7394
H -2.7636 3.2958 1.1547
H -2.6757 3.9118 -0.5082
H -1.3383 4.1806 0.6146
H -2.2352 1.0018 4.3881
H -1.7545 -0.6572 4.5267
H -1.4131 3.9229 -2.2659
H -0.4820 3.4084 -4.5054
H 0.4854 1.1444 -4.9272
H 0.4742 -0.5172 -3.0715
O 4.5098 -5.3721 -1.1691
N 4.9580 -4.3470 -0.7035
O 6.0918 -4.1926 -0.3254
C 4.0005 -3.2376 -0.4125
C 4.5346 -2.1669 0.2046
C 3.7301 -1.0358 0.5392
C 4.2469 0.1058 1.1799
C 3.4088 1.1521 1.4667
C 2.0591 1.0493 1.1135
N 1.5628 -0.0134 0.5106
C 2.3733 -1.0543 0.2222
C 1.8009 -2.2034 -0.4313
N 0.4657 -2.1622 -0.7098
C -0.1104 -3.1828 -1.3221
C 0.6117 -4.3129 -1.6937
C 1.9517 -4.3882 -1.4184
C 2.5972 -3.3119 -0.7670
H 5.5889 -2.1716 0.4448
H 5.2971 0.1449 1.4401
H 3.7671 2.0447 1.9586
H 1.3651 1.8521 1.3342
H -1.1692 -3.0868 -1.5203
H 0.1040 -5.1251 -2.1938
H 2.5154 -5.2619 -1.6955
C -3.2012 -4.0191 0.8949
Si -4.0759 -2.4242 0.5109
C -4.7012 -1.5589 2.0270
C -5.4094 -2.6257 -0.7749
Se -2.7544 -1.0376 -0.8491
H -3.9485 -4.7688 1.1695
H -2.5109 -3.9185 1.7318
H -2.6549 -4.4090 0.0352
H -5.4573 -2.1945 2.4968
H -5.1682 -0.6035 1.7870
H -3.9154 -1.3921 2.7612
H -6.1566 -3.3200 -0.3795
H -5.0372 -3.0466 -1.7097
H -5.9168 -1.6849 -0.9918



Entry 6:
58
Properties=species:S:1:pos:R:3 method="wB97M-V/def2-TZVPD" total_charge=+1 lumo_energy_ev="-3.804 / -3.723" multiplicity=2 e_above_lowest_kcal_mol=23.85 energy_ev=-49139.1787 homo_lumo_gap_ha="0.212 / 0.246"
Re -0.0687 -0.0704 -0.1308
C -2.9886 -3.0879 -1.2027
C -3.7233 -3.3355 -0.0359
C -3.3526 -2.7200 1.1240
C -2.2497 -1.8462 1.1651
N -1.6036 -1.5366 0.0126
C -1.9672 -2.1972 -1.1353
N -1.9243 -1.3964 2.4296
C -0.8171 -0.8207 2.7154
N 0.1935 -0.4194 1.8670
C 1.2251 0.1137 2.6320
N 2.3521 0.5706 2.2548
C 2.7753 0.6388 0.9338
C 4.1369 0.9311 0.7777
C 4.6922 1.0900 -0.4603
C 3.8711 0.9864 -1.5838
C 2.5555 0.6995 -1.3844
N 1.9905 0.4976 -0.1577
C 0.8244 0.0666 4.0623
C 1.4881 0.4759 5.1994
C 0.8321 0.2893 6.4136
C -0.4377 -0.2916 6.4652
C -1.0877 -0.7022 5.3043
C -0.4228 -0.5021 4.1135
H -3.2171 -3.5678 -2.1446
H -4.5672 -4.0148 -0.0478
H -3.8595 -2.8949 2.0628
H -1.3923 -1.9425 -2.0069
H 4.7138 1.0311 1.6856
H 5.7476 1.3116 -0.5608
H 4.2439 1.1385 -2.5880
H 1.8646 0.6456 -2.1997
H 2.4731 0.9233 5.1438
H 1.3116 0.5980 7.3345
H -0.9219 -0.4246 7.4245
H -2.0720 -1.1540 5.3278
S -0.8789 1.8479 0.0664
C -3.0281 0.7737 -2.1607
N -2.0026 1.1682 -3.1153
C -2.2736 2.4237 -3.8173
C -0.8689 0.4635 -3.3271
N -0.2257 -0.1299 -2.3496
N -0.4269 0.3933 -4.6296
C 0.9488 0.0743 -4.9721
C -1.3602 0.3184 -5.7523
H -3.9816 0.6993 -2.6901
H -3.1253 1.5049 -1.3596
H -2.7977 -0.1963 -1.7219
H -2.4809 3.2013 -3.0809
H -3.1404 2.3345 -4.4764
H -1.4101 2.7270 -4.4000
H 0.4362 -0.7755 -2.7677
H 1.1098 -1.0019 -5.0963
H 1.6378 0.4508 -4.2256
H 1.2000 0.5578 -5.9151
H -2.3753 0.1798 -5.3926
H -1.0962 -0.5373 -6.3754
H -1.3240 1.2176 -6.3714